Formula: C12H21BFN5O2
Source: the OMol25 dataset
Level of theory: ωB97M-V with the def2-TZVPD basis set

## Properties
- SMILES string: C[C@H](F)[C@H]1CC(=O)N[C@H]1B(N)O.CC#N.CC#N.CC#N
- Molecular weight: 297.1 g mol⁻¹
- E_tot: -27724.8551 eV
- F_max: 2.62 eV/Å

Last column: Löwdin charge in e.
Geometry (Å):
C: 1.28 0.12 0.38  -0.033
H: 0.78 2.91 -3.86  0.078
H: 2.07 0.84 0.11  0.085
H: 0.14 4.55 -3.88  0.085
C: -0.49 -1.41 -0.78  -0.214
C: 1.08 4.42 1.16  -0.067
H: 1.76 4.89 1.87  0.087
H: 0.55 0.63 1.02  0.065
H: -2.17 -0.68 -1.96  0.148
C: 1.05 3.96 -3.87  -0.061
H: -2.62 -2.81 -1.26  0.130
H: 3.03 -5.73 3.22  0.084
H: 1.67 3.82 0.47  0.043
C: -1.97 -0.88 -0.90  -0.170
H: 1.28 -5.43 3.18  0.086
C: 0.66 -0.41 -0.90  -0.319
C: 0.11 3.60 1.88  -0.245
H: 1.62 4.17 -4.77  0.084
H: -0.39 -2.06 -1.65  0.143
H: 0.58 5.19 0.59  0.084
C: 1.84 4.26 -2.69  -0.261
H: -0.37 -1.62 1.39  0.133
C: 2.41 -4.31 1.80  -0.267
H: 0.05 -3.11 0.55  0.105
H: -4.51 0.10 -0.18  0.067
O: -2.60 -3.09 1.60  0.083
H: 1.76 -0.70 0.91  0.063
H: -3.91 -0.30 1.26  0.069
B: -2.47 0.39 -0.06  -0.546
H: 1.46 -0.93 -1.45  0.142
C: -2.06 -2.57 0.62  -0.407
C: -0.58 -2.22 0.50  -0.062
N: -0.67 2.97 2.43  0.149
N: -2.76 -2.10 -0.55  0.055
F: 0.25 0.65 -1.74  -0.036
O: -1.69 1.50 0.11  0.126
N: 2.59 -3.35 1.21  0.147
H: -1.63 1.75 1.04  0.043
H: 2.04 -6.37 1.89  0.084
C: 2.18 -5.53 2.57  -0.063
N: -3.83 0.38 0.51  0.143
N: 2.47 4.51 -1.76  0.139

***

Formula: C16H40AlCl5O8
Source: the OMol25 dataset
Level of theory: ωB97M-V with the def2-TZVPD basis set

## Properties
- Molecular weight: 564.7 g mol⁻¹
- Charge: -2
- E_tot: -102822.8310 eV
- F_max: 3.74 eV/Å

Last column: Löwdin charge in e.
Geometry (Å):
C: 6.60 16.02 9.10  -0.161
H: 3.52 16.81 9.15  0.050
H: -1.13 11.44 6.51  0.077
H: 3.08 14.32 4.51  0.085
H: 8.53 14.95 9.10  0.132
H: 8.43 13.15 10.95  0.093
Cl: 2.83 10.88 6.54  -0.449
H: 7.57 14.69 11.55  0.083
H: 6.65 15.59 15.67  0.085
H: 7.30 14.39 8.06  0.107
C: 7.34 13.20 16.00  -0.235
C: 3.07 14.66 5.54  -0.130
H: 7.82 11.34 6.22  0.075
C: 7.06 11.39 7.00  -0.072
O: 5.28 15.84 8.46  -0.277
H: 3.92 17.02 7.50  0.075
C: 7.47 15.22 15.05  -0.124
C: 4.38 16.97 8.49  -0.081
Cl: 1.45 11.52 10.74  -0.349
C: 7.49 13.69 11.11  -0.132
Cl: 5.51 10.09 10.21  -0.420
H: 5.96 15.13 5.99  0.114
H: 5.55 10.77 13.38  0.064
H: -4.80 8.33 7.13  0.065
C: 6.18 13.01 5.62  -0.276
C: -3.85 8.74 7.47  -0.039
H: 5.75 12.24 4.98  0.129
H: 6.98 12.98 11.75  0.053
H: 4.78 9.73 14.65  0.088
O: 6.82 13.84 9.89  -0.291
H: 6.50 9.61 14.29  0.076
O: 4.10 14.05 6.32  -0.280
H: 6.97 14.99 14.11  0.058
C: 7.46 14.76 9.08  -0.234
H: 7.17 13.29 5.25  0.120
O: 8.22 14.19 15.64  -0.165
O: -3.85 9.61 8.76  -0.215
H: -4.42 11.46 9.49  0.116
O: -2.06 11.59 8.39  -0.156
H: 7.55 11.36 7.98  0.074
H: -3.24 7.95 7.91  0.079
H: 6.32 10.63 6.78  0.089
H: -3.26 9.16 6.66  0.067
H: -0.05 11.34 7.84  0.051
H: 7.90 11.70 14.62  0.115
H: 5.24 14.43 4.55  0.110
C: 5.36 14.29 5.63  -0.191
O: 6.22 12.56 6.90  -0.277
H: -3.56 12.70 7.45  0.117
O: 5.91 11.38 15.24  -0.202
H: 3.07 15.75 5.60  0.074
H: 7.72 12.61 16.84  0.116
H: -5.41 10.78 8.08  0.108
C: -4.43 10.94 8.53  -0.163
H: 6.73 12.65 13.82  0.089
H: -3.23 11.18 6.75  0.083
C: -3.33 11.67 7.72  -0.226
Cl: 1.28 14.80 8.82  -0.352
Cl: 4.35 14.63 12.20  -0.396
H: 2.16 14.41 6.09  0.043
H: 7.12 16.79 8.53  0.113
H: 8.09 16.11 14.93  0.083
C: -1.00 11.78 7.54  -0.160
C: 6.97 12.24 14.80  -0.162
C: 5.66 10.30 14.36  -0.103
H: 4.92 17.81 8.94  0.079
H: -0.76 12.84 7.47  0.059
H: 6.41 16.36 10.12  0.112
Al: 4.17 12.99 9.16  0.798
H: 6.48 13.60 16.54  0.114

***

Formula: C6H32NO9
Source: the OMol25 dataset
Level of theory: ωB97M-V with the def2-TZVPD basis set

## Properties
- Molecular weight: 262.3 g mol⁻¹
- Charge: +1
- E_tot: -26650.2262 eV
- Energy relative to the best compared isomer or geometry (same formula, charge and spin): 3.327 eV
- F_max: 4.85 eV/Å

Last column: Löwdin charge in e.
Geometry (Å):
H: 2.73 -3.12 0.13  0.016
H: -3.81 2.07 -0.79  0.085
C: -2.26 -0.42 2.92  -0.178
O: 1.70 1.65 2.61  -0.141
H: 2.73 -3.19 1.65  0.037
C: -0.87 0.26 2.61  -0.158
H: -0.25 3.20 -2.72  0.007
H: 1.31 -3.43 -2.81  0.068
O: -0.57 3.19 -1.87  -0.035
H: -3.40 -0.94 -2.89  0.095
H: -3.05 0.27 3.29  0.106
H: -0.78 1.69 0.65  0.115
H: -1.15 -1.30 -0.61  0.133
C: 0.31 -0.10 0.28  -0.322
H: -1.86 0.48 0.47  0.082
N: -0.26 -1.50 -0.13  0.192
C: -2.52 -1.69 2.55  -0.007
H: 0.89 1.54 -0.91  0.043
H: -0.75 -1.31 -3.33  -0.059
H: 0.12 3.35 -1.19  0.003
H: 0.10 -0.37 -4.13  0.020
H: 1.04 -0.39 1.11  0.100
H: 0.17 -0.41 2.73  0.145
H: -0.60 -2.04 0.65  0.102
O: -2.45 -0.79 -2.68  -0.064
O: -2.95 1.59 -0.93  -0.109
O: 1.34 3.55 -0.04  -0.015
H: -2.43 0.14 -2.43  0.019
H: 0.87 -0.12 -1.84  0.107
H: 0.29 -2.26 -0.65  0.121
H: -1.53 -2.17 2.26  0.063
H: 2.18 0.29 -0.75  0.071
C: 1.10 0.47 -0.86  -0.028
O: -0.02 -1.26 -3.89  -0.029
H: 2.41 0.86 2.62  0.101
H: 3.53 -0.44 0.57  -0.030
H: -3.50 -2.06 2.47  0.044
H: -0.89 1.25 3.31  0.139
H: 3.71 1.13 0.62  0.069
H: 2.26 2.17 3.27  0.085
O: 0.68 -3.28 -2.12  0.005
C: -0.89 0.60 1.00  -0.147
H: 2.24 3.91 0.10  0.101
H: 1.11 3.00 0.65  -0.019
O: 3.62 0.29 1.10  -0.024
H: 0.21 -3.99 -1.80  0.020
H: -2.30 2.34 -1.15  0.058
O: 2.44 -2.72 0.91  0.018

***

Formula: C28H50Cl2O7
Source: the OMol25 dataset
Level of theory: ωB97M-V with the def2-TZVPD basis set

## Properties
- SMILES string: CCCCCCCCCCCC[C@@H](CCCCOC=O)O[C@@H](COC)/C(Cl)=C(\C)Cl.C[C@@H]1COC(=O)O1
- Molecular weight: 569.6 g mol⁻¹
- E_tot: -69210.3292 eV
- F_max: 9.35 eV/Å

Last column: Löwdin charge in e.
Geometry (Å):
H: 4.49 1.74 1.70  0.120
C: 1.30 3.42 -2.55  -0.215
O: -0.86 0.90 1.73  -0.262
H: 1.30 2.25 -2.58  0.082
H: 1.85 5.26 -1.31  0.124
O: -5.19 -2.28 -1.46  0.088
C: -0.53 1.75 -4.63  -0.200
C: -1.21 2.67 -3.44  -0.219
C: 1.84 4.07 -1.14  -0.225
C: -2.15 1.46 1.27  -0.121
H: 3.89 -1.16 0.74  0.131
C: -3.27 -0.44 -5.87  -0.153
H: -3.38 0.20 -6.87  0.076
H: -2.57 -3.06 -1.37  0.145
H: 1.02 3.88 -0.31  0.093
H: -2.79 1.94 2.14  0.074
O: 1.93 0.42 3.20  -0.156
O: 2.19 -4.43 4.39  -0.164
C: 2.27 0.74 6.41  -0.123
H: 4.64 -0.36 2.27  0.117
C: 1.94 -2.94 2.25  -0.153
C: 3.35 1.78 1.44  -0.142
C: -1.20 -0.89 -4.21  -0.226
C: 0.07 1.32 4.81  -0.440
H: -1.91 2.34 0.51  0.101
H: 1.74 0.13 0.99  0.150
C: 3.26 1.89 -0.22  -0.180
H: 0.60 -4.66 2.96  0.137
C: 1.02 1.54 3.45  -0.232
H: -1.05 -0.52 -6.52  0.104
H: 1.82 -3.77 6.61  0.167
H: -1.58 2.02 -2.52  0.114
H: 0.33 0.33 -2.99  0.097
C: -1.75 -1.10 -5.77  -0.236
H: 2.85 1.76 6.63  0.103
C: 3.63 -0.81 1.84  -0.139
C: -4.67 -4.28 -0.19  -0.019
H: 2.84 0.09 5.62  0.072
H: -0.68 4.36 -1.92  0.102
C: -3.31 -3.37 -2.12  -0.110
C: -0.26 3.90 -2.92  -0.209
H: 4.12 1.30 -0.76  0.113
H: -0.71 -1.93 -3.88  0.112
O: -4.95 -0.48 -2.85  0.130
H: 1.22 -2.26 1.64  0.118
H: -2.07 -0.59 -3.47  0.098
H: 2.42 -3.76 1.53  0.125
H: 0.54 -3.09 4.14  0.139
O: -3.54 -2.28 -2.99  0.013
Cl: -0.47 0.78 7.62  0.468
H: 0.62 2.39 1.26  0.119
C: 3.23 -2.06 2.82  -0.201
H: 4.01 3.59 -1.61  0.109
C: -4.68 -3.60 -1.55  -0.353
H: -5.31 -4.16 -2.24  0.163
H: 1.69 2.48 3.71  0.165
C: 1.59 -4.56 5.74  -0.128
H: 4.15 -2.82 2.78  0.122
H: -4.32 -5.32 -0.27  0.092
C: 1.21 -3.78 3.46  -0.182
H: -3.44 0.31 -4.96  0.070
O: 0.74 -5.56 6.10  -0.058
H: -2.18 3.16 -3.90  0.110
H: -4.11 -1.28 -5.89  0.081
H: 2.35 0.14 7.44  0.082
H: 0.90 -0.09 -4.75  0.115
C: -0.03 0.26 -4.11  -0.223
H: -0.22 4.78 -3.72  0.116
H: -1.33 1.67 -5.51  0.108
H: 2.07 3.78 -3.39  0.118
H: -2.83 0.64 0.75  0.108
C: 2.51 0.43 1.85  -0.298
H: -5.67 -4.28 0.25  0.090
H: -0.61 2.88 2.60  0.134
H: 2.20 1.51 -0.63  0.104
C: 0.68 0.96 6.12  -0.560
C: 3.32 3.50 -0.66  -0.203
H: -1.76 -2.25 -6.07  0.105
C: -4.59 -1.58 -2.47  -0.502
Cl: -1.80 1.53 4.80  0.544
H: 3.73 4.18 0.21  0.105
H: -4.02 -3.75 0.52  0.091
H: 0.38 2.36 -5.05  0.107
H: -2.93 -4.23 -2.67  0.146
H: 3.12 -1.77 3.96  0.109
H: 2.91 2.79 1.84  0.102
C: 0.04 1.96 2.21  -0.194